Entry from the OMol25 dataset: an isolated ion of composition C14H27N2O2S2 and charge +1 in a non-equilibrium geometry (wB97M-V/def2-TZVPD).

Calculated values
HOMO energy: -11.65 eV
Spin multiplicity: 1
HOMO-LUMO gap: 8.1039 eV
Net charge: +1

Last columns: bonded neighbours and bond lengths (Å).
Cartesian coordinates (Å):
1 C -1.9503 -2.1707 1.8070  C10 1.530, H19 1.090, C22 1.556, H30 1.085
2 C 4.2703 -1.1390 -0.2110  N15 1.252, O23 1.365, S45 1.741
3 H -0.8354 -2.3365 -0.8416  C26 1.090
4 H -0.7559 3.3027 2.4095  C12 1.085
5 C -1.6136 3.4400 -0.3229  H13 1.090, H29 1.083, C38 1.535, C40 1.536
6 H 0.8901 2.9418 2.0274  C12 1.086
7 H -3.5132 0.5828 -2.4220  O35 0.971
8 H 1.8464 3.5705 -0.3986  C41 1.081
9 H -2.3405 2.4663 -2.0988  C40 1.087
10 C -1.0630 -3.2168 1.1299  C1 1.530, H24 1.088, C26 1.530, H33 1.087
11 H -1.2188 -0.0166 0.2716  C14 1.085
12 C -0.1285 2.8083 1.6753  H4 1.085, H6 1.086, H21 1.085, C38 1.524
13 H -2.3610 3.4986 0.4687  C5 1.090
14 C -2.2211 0.0247 0.6851  H11 1.085, S20 1.810, C22 1.520, H43 1.085
15 N 5.5066 -1.3338 -0.2217  C2 1.252, N42 1.401
16 H 5.1960 1.2376 -2.0416  C37 1.071
17 H -2.9367 -1.8703 -0.1284  C22 1.082
18 H 1.7418 -1.7160 -1.3996  C27 1.086
19 H -1.2832 -1.4706 2.3107  C1 1.090
20 S -3.1707 1.1393 -0.3784  C14 1.810, O35 1.610, C40 1.819
21 H -0.3334 1.7452 1.6112  C12 1.085
22 C -2.8368 -1.3582 0.8193  C1 1.556, C14 1.520, H17 1.082, H39 1.086
23 O 3.9023 -0.0493 -0.9454  C2 1.365, C37 1.355
24 H -0.3634 -3.5715 1.8832  C10 1.088
25 H 0.2523 -1.6977 0.4399  C26 1.088
26 C -0.2180 -2.5854 0.0215  H3 1.090, C10 1.530, H25 1.088, C47 1.543
27 C 2.1006 -2.6144 -0.9056  H18 1.086, H44 1.086, S45 1.826, C47 1.526
28 H 1.2575 -4.0635 0.4060  C47 1.088
29 H -1.7506 4.3355 -0.9159  C5 1.083
30 H -2.5877 -2.5972 2.5741  C1 1.085
31 H -0.0539 4.5590 0.5468  C38 1.088
32 H 0.6052 3.1656 -1.6436  C41 1.089
33 H -1.6384 -4.0684 0.7750  C10 1.087
34 H 0.6240 -4.1389 -1.2715  C47 1.082
35 O -3.7570 0.2138 -1.5578  H7 0.971, S20 1.610
36 H -1.0296 1.5387 -1.3120  C40 1.086
37 C 5.1022 0.3807 -1.4058  H16 1.071, O23 1.355, N42 1.243
38 C -0.2229 3.5080 0.3244  C5 1.535, C12 1.524, H31 1.088, C41 1.534
39 H -3.8051 -1.2341 1.2962  C22 1.086
40 C -1.8929 2.1772 -1.1516  C5 1.536, H9 1.087, S20 1.819, H36 1.086
41 C 0.9142 3.0634 -0.6046  H8 1.081, H32 1.089, C38 1.534, H46 1.092
42 N 6.0544 -0.3147 -1.0115  N15 1.401, C37 1.243
43 H -2.1848 0.5386 1.6394  C14 1.085
44 H 2.7637 -3.1279 -1.5949  C27 1.086
45 S 3.0119 -2.0521 0.5730  C2 1.741, C27 1.826
46 H 1.0937 1.9970 -0.4491  C41 1.092
47 C 0.9334 -3.4919 -0.4612  C26 1.543, C27 1.526, H28 1.088, H34 1.082

=====

Entry from the OMol25 dataset: C14H27N3O2 in the gas phase (wB97M-V/def2-TZVPD).

Calculated values
ΔE to the lowest compared entry with this formula, charge and spin: 0.000 eV
HOMO energy: -8.86 eV
SMILES: CC(C)CCNC(=O)C1CCN(C(=O)N(C)C)CC1
Spin multiplicity: 1
HOMO-LUMO gap: 9.5932 eV

Last columns: bonded neighbours and bond lengths (Å).
Cartesian coordinates (Å):
1 H 4.9064 3.0540 -0.2821  C17 1.088
2 N 2.1828 -1.2372 -0.1326  C33 1.445, C38 1.353, H43 1.007
3 C -2.6864 -1.3529 -0.7906  C9 1.531, H11 1.097, H44 1.088, N45 1.453
4 C 4.3035 0.9837 -0.0840  C17 1.528, C20 1.527, C23 1.533, H39 1.096
5 H 3.2130 -1.9628 1.4715  C33 1.092
6 H 5.5727 2.2398 1.1340  C17 1.088
7 C -0.4031 0.4048 -0.4838  H18 1.092, C22 1.533, C26 1.529, H31 1.091
8 H -1.6348 -1.4651 1.0919  C9 1.091
9 C -1.4807 -1.7701 0.0555  C3 1.531, H8 1.091, C22 1.527, H41 1.091
10 H -6.1653 1.6076 1.2936  C27 1.095
11 H -2.5590 -1.7112 -1.8194  C3 1.097
12 C -3.5038 0.7640 0.1751  N36 1.371, N45 1.391, O46 1.217
13 H 3.2162 0.4680 1.6980  C23 1.092
14 H 5.1541 -0.4569 -1.4758  C20 1.087
15 H -5.9135 -1.3573 -0.1474  C19 1.094
16 H 5.6921 1.1997 -1.7239  C20 1.088
17 C 4.6887 2.3386 0.5078  H1 1.088, C4 1.528, H6 1.088, H40 1.087
18 H 0.4722 0.9124 -0.8944  C7 1.092
19 C -5.6074 -0.3639 -0.4899  H15 1.094, H21 1.087, N36 1.443, H42 1.095
20 C 5.4351 0.4619 -0.9669  C4 1.527, H14 1.087, H16 1.088, H35 1.088
21 H -5.1003 -0.4488 -1.4475  C19 1.087
22 C -0.2009 -1.1145 -0.4580  C7 1.533, C9 1.527, H28 1.097, C38 1.527
23 C 3.9669 0.0092 1.0512  C4 1.533, H13 1.092, H24 1.092, C33 1.532
24 H 4.8636 -0.1636 1.6495  C23 1.092
25 O 0.8587 -1.8923 1.5714  C38 1.212
26 C -1.6328 0.7452 -1.3263  C7 1.529, H30 1.096, H32 1.091, N45 1.452
27 C -5.4378 0.8524 1.6088  H10 1.095, H29 1.091, H34 1.087, N36 1.445
28 H 0.0126 -1.4686 -1.4744  C22 1.097
29 H -5.9583 0.0632 2.1541  C27 1.091
30 H -1.4808 0.4230 -2.3628  C26 1.096
31 H -0.5674 0.7687 0.5316  C7 1.091
32 H -1.8084 1.8215 -1.3072  C26 1.091
33 C 3.4274 -1.3491 0.5936  N2 1.445, H5 1.092, C23 1.532, H37 1.093
34 H -4.7032 1.3251 2.2561  C27 1.087
35 H 6.3211 0.2659 -0.3669  C20 1.088
36 N -4.7483 0.2759 0.4773  C12 1.371, C19 1.443, C27 1.445
37 H 4.1584 -1.8690 -0.0309  C33 1.093
38 C 0.9800 -1.4582 0.4465  N2 1.353, C22 1.527, O25 1.212
39 H 3.4111 1.1287 -0.7041  C4 1.096
40 H 3.8799 2.7362 1.1164  C17 1.087
41 H -1.3787 -2.8563 0.0374  C9 1.091
42 H -6.5108 0.2389 -0.6298  C19 1.095
43 H 2.2184 -0.8135 -1.0455  N2 1.007
44 H -3.5842 -1.8035 -0.3727  C3 1.088
45 N -2.8351 0.0912 -0.8416  C3 1.453, C12 1.391, C26 1.452
46 O -3.0336 1.7354 0.7371  C12 1.217

=====

Entry from the OMol25 dataset: C14H27N3O3S in the gas phase (wB97M-V/def2-TZVPD).

Calculated values
ΔE to the lowest compared entry with this formula, charge and spin: 2.399 eV
HOMO energy: -7.83 eV
SMILES: C=CCNC(=S)NNC(=O)CC[C@@H](O)COCCC(C)C
Spin multiplicity: 1
HOMO-LUMO gap: 8.3352 eV

Last columns: bonded neighbours and bond lengths (Å).
Cartesian coordinates (Å):
1 C 1.5257 -2.0728 -0.9843  C3 1.534, H29 1.096, O35 1.414, C37 1.537
2 H 1.6319 -0.1858 -1.3137  O35 0.970
3 C 3.0572 -2.0074 -0.9333  C1 1.534, H19 1.101, O22 1.409, H38 1.098
4 N -1.8291 0.9244 -0.2380  H6 1.012, N11 1.407, C26 1.371
5 C 4.9820 0.8294 0.3984  C20 1.532, C28 1.524, H30 1.092, H34 1.092
6 H -1.2737 1.5866 -0.7638  N4 1.012
7 H 7.3456 0.3097 -1.0553  C21 1.087
8 N -4.0059 0.4422 0.4206  H18 1.024, C24 1.444, C26 1.332
9 H 5.9346 2.3429 2.4651  C43 1.087
10 H -7.7375 0.2425 -0.7060  C16 1.078
11 N -1.2681 -0.3657 -0.2193  N4 1.407, C27 1.341, H36 1.024
12 C -0.5595 -2.5418 0.4632  H23 1.090, C27 1.522, H33 1.092, C37 1.536
13 H 5.2559 -1.3212 0.3598  C28 1.101
14 H 1.4759 -3.0702 0.8981  C37 1.090
15 H -5.8559 -1.3120 1.1394  C25 1.082
16 C -7.3533 -0.5804 -0.1261  H10 1.078, C25 1.319, H32 1.077
17 H 6.8313 0.3105 1.3567  C20 1.096
18 H -3.6058 -0.3040 0.9957  N8 1.024
19 H 3.4676 -2.0422 -1.9545  C3 1.101
20 C 6.4437 1.1310 0.7421  C5 1.532, H17 1.096, C21 1.527, C43 1.528
21 C 7.3070 1.2501 -0.5119  H7 1.087, C20 1.527, H31 1.088, H39 1.087
22 O 3.3864 -0.7811 -0.3224  C3 1.409, C28 1.413
23 H -0.7774 -3.2330 1.2780  C12 1.090
24 C -5.3979 0.7635 0.6296  N8 1.444, C25 1.497, H40 1.093, H42 1.101
25 C -6.2329 -0.4775 0.5620  H15 1.082, C16 1.319, C24 1.497
26 C -3.1540 1.2712 -0.1810  N4 1.371, N8 1.332, S41 1.657
27 C -1.4480 -1.3285 0.6972  N11 1.341, C12 1.522, O46 1.222
28 C 4.7764 -0.5369 -0.2455  C5 1.524, H13 1.101, O22 1.413, H48 1.099
29 H 1.2159 -2.9145 -1.6138  C1 1.096
30 H 4.5954 1.5994 -0.2718  C5 1.092
31 H 6.9106 2.0176 -1.1730  C21 1.088
32 H -7.9375 -1.4847 -0.1334  C16 1.077
33 H -0.8652 -3.0181 -0.4710  C12 1.092
34 H 4.3840 0.8537 1.3116  C5 1.092
35 O 1.0565 -0.9022 -1.6239  C1 1.414, H2 0.970
36 H -0.5530 -0.5225 -0.9351  N11 1.024
37 C 0.9465 -2.2400 0.4298  C1 1.537, C12 1.536, H14 1.090, H45 1.091
38 H 3.4684 -2.8538 -0.3667  C3 1.098
39 H 8.3240 1.5248 -0.2418  C21 1.087
40 H -5.6999 1.4868 -0.1320  C24 1.093
41 S -3.5511 2.7404 -0.8371  C26 1.657
42 H -5.5263 1.2334 1.6168  C24 1.101
43 C 6.5217 2.4231 1.5534  H9 1.087, C20 1.528, H44 1.087, H47 1.088
44 H 7.5515 2.6388 1.8274  C43 1.087
45 H 1.1678 -1.3403 1.0068  C37 1.091
46 O -2.2656 -1.2933 1.6048  C27 1.222
47 H 6.1398 3.2588 0.9713  C43 1.088
48 H 5.2094 -0.5716 -1.2554  C28 1.099

=====

Number 1: calculated total energy -43692.99887 eV, LUMO energy -3.55 eV. Number 2: calculated total energy -23522.97879 eV, LUMO energy 0.73 eV. Number 3: calculated total energy -36403.30026 eV, LUMO energy 0.51 eV.